2 unconnected molecules or ions with the total composition C3H9O3P in a non-equilibrium geometry. Source: OMol25; level of theory: wB97M-V/def2-TZVPD.

Geometry as XYZ:
```
16
C3H9O3P | OMol25 | wB97M-V/def2-TZVPD
C -0.60354 1.27406 -2.18875
C -0.57661 -2.16273 -0.32787
C 0.16718 1.14235 2.20451
O 1.75548 0.55936 -0.97508
O -0.25264 -1.11093 -1.23218
O 0.56410 0.04054 1.48605
P 0.15288 0.33949 -0.95847
H -1.53949 0.85229 -2.33784
H -0.35620 2.26682 -2.27209
H -0.64269 -3.14810 -0.92267
H -1.31580 -1.91203 0.35374
H 0.34823 -2.38885 0.15698
H 0.41330 1.93256 1.63892
H 0.54285 1.05634 3.22361
H -0.95679 1.14975 2.44484
H 2.29974 0.10908 -0.29370
```

Summary:
* HOMO-LUMO gap (alpha / beta): 0.277 / 0.277 hartree
* 2S+1: 1
* largest force on an atom: 4.65 eV/A
* HOMO level (alpha / beta): -8.320 / -8.323 eV
* E: -686.64208 Ha
* relative energy (zero: lowest compared OMol25 entry of this formula, charge and spin): 97.61 kcal/mol

Partial atomic charges computed with the natural (NBO) method, in multiples of e:
1. C -0.92
2. C -0.24
3. C -0.23
4. O -0.98
5. O -0.82
6. O -0.81
7. P 1.97
8. H 0.23
9. H 0.23
10. H 0.20
11. H 0.21
12. H 0.20
13. H 0.15
14. H 0.17
15. H 0.12
16. H 0.54